Record 1
Entry from OMol25: an isolated molecule of C4H8Se in a non-equilibrium geometry (the ωB97M-V functional and the def2-TZVPD basis).

Structure (ORCA input):
```
! wB97M-V def2-TZVPD RIJCOSX def2/J DEFGRID3
* xyz 0 1
C -1.410 -2.499 0.078
C -0.262 -1.878 -0.042
C -0.187 -0.010 -0.231
Se 1.340 0.703 0.704
C 1.241 2.483 0.046
H -1.497 -3.527 0.243
H -2.424 -2.238 0.076
H 0.734 -2.276 0.043
H 0.033 0.231 -1.301
H -1.133 0.174 0.281
H 2.122 3.175 0.323
H 0.963 2.740 -0.995
H 0.479 2.921 0.775
*
```

Computed properties:
HOMO-LUMO gap (eV): 9.08
E_LUMO (eV): 0.94
HOMO level (eV): -8.1
E_tot (eV): -69620.844
SMILES string: C=CC[Se]C
Relative energy (zero: lowest compared OMol25 entry of this formula, charge and spin) (kcal per mole): 55.1

Record 2
Entry from OMol25: an isolated molecule of C4H8Si in a non-equilibrium geometry (the ωB97M-V functional and the def2-TZVPD basis).

Structure (ORCA input):
```
! wB97M-V def2-TZVPD RIJCOSX def2/J DEFGRID3
* xyz 0 1
C -2.810 0.117 -0.252
C -1.717 -0.062 0.171
Si 0.048 0.002 0.667
C 0.901 -1.518 -0.101
C 0.762 1.595 -0.123
H -3.759 0.023 -0.723
H 0.398 -0.221 2.103
H 0.323 -1.949 -1.060
H 1.848 -1.469 -0.456
H 0.852 -2.256 0.700
H 0.453 2.058 -1.149
H 0.876 2.529 0.463
H 1.824 1.151 -0.241
*
```

Computed properties:
HOMO-LUMO gap (eV): 11.26
E_LUMO (eV): 1.00
HOMO level (eV): -10.3
E_tot (eV): -12153.078
SMILES string: C#C[SiH](C)C
Relative energy (zero: lowest compared OMol25 entry of this formula, charge and spin) (kcal per mole): 24.4

Record 3
Entry from OMol25: a cluster of 2 separate species, C4H8Si2 in total in a non-equilibrium geometry (the ωB97M-V functional and the def2-TZVPD basis).

Structure (ORCA input):
```
! wB97M-V def2-TZVPD RIJCOSX def2/J DEFGRID3
* xyz 0 1
C -0.401 0.908 -1.789
C -0.599 -0.263 -1.556
C 1.082 -2.131 1.502
C 0.304 -1.040 1.251
Si 0.200 2.594 -2.330
Si -1.496 -1.208 1.713
H 2.219 -2.009 1.451
H 0.813 -3.133 1.563
H 0.572 -0.046 0.920
H 1.349 2.847 -1.397
H -1.067 3.534 -2.365
H 0.885 2.496 -3.701
H -1.946 -0.080 2.511
H -1.916 -2.469 2.227
*
```

Computed properties:
HOMO-LUMO gap (spin up / spin down) (eV): 5.12 / 7.07
E_LUMO (spin up / spin down) (eV): -2.77 / -2.04
HOMO level (spin up / spin down) (eV): -7.9 / -9.1
E_tot (eV): -20024.431
Relative energy (zero: lowest compared OMol25 entry of this formula, charge and spin) (kcal per mole): 138.0

Record 4
Entry from OMol25: an isolated molecule of C4H9BN2O2 in a non-equilibrium geometry (the ωB97M-V functional and the def2-TZVPD basis).

Structure (ORCA input):
```
! wB97M-V def2-TZVPD RIJCOSX def2/J DEFGRID3
* xyz 0 1
C 1.703 -0.767 -1.804
B 0.448 -1.008 -0.836
O -0.238 -2.183 -0.617
N -0.044 0.178 -0.093
C -1.158 0.027 0.907
C -1.159 1.324 1.718
N -0.213 2.181 0.929
C 0.493 1.502 -0.015
O 1.311 1.944 -0.773
H 2.505 -1.410 -1.489
H 1.918 0.208 -1.879
H 1.508 -1.093 -2.732
H -0.235 -2.843 -1.368
H -1.079 -0.742 1.618
H -2.127 -0.096 0.584
H -2.138 1.625 1.852
H -0.728 1.372 2.674
H 0.380 2.950 1.212
*
```

Computed properties:
HOMO-LUMO gap (eV): 10.00
E_LUMO (eV): 0.53
HOMO level (eV): -9.5
E_tot (eV): -12047.596
SMILES string: CB(O)N1CCNC1=O
Relative energy (zero: lowest compared OMol25 entry of this formula, charge and spin) (kcal per mole): 0.0

Record 5
Entry from OMol25: a structure of composition C4H9BrN2S in a non-equilibrium geometry (the ωB97M-V functional and the def2-TZVPD basis).

Structure (ORCA input):
```
! wB97M-V def2-TZVPD RIJCOSX def2/J DEFGRID3
* xyz 0 1
C 0.390 -1.899 -0.091
C -2.227 -0.794 0.941
C 0.568 0.085 -1.446
C 0.158 1.415 1.092
N 0.491 -0.562 -0.162
N 0.253 0.040 0.993
S -1.882 -2.200 0.265
Br -3.230 0.533 0.032
H 0.469 -2.595 -1.020
H 0.613 -2.323 0.927
H -2.180 -0.459 1.915
H -0.336 0.509 -1.682
H 1.171 0.971 -1.546
H 0.595 -0.597 -2.325
H 1.034 1.985 0.580
H -0.871 1.664 0.724
H 0.187 1.604 2.184
*
```

Computed properties:
HOMO-LUMO gap (spin up / spin down) (eV): 7.83 / 7.83
E_LUMO (spin up / spin down) (eV): 0.16 / 0.16
HOMO level (spin up / spin down) (eV): -7.7 / -7.7
E_tot (eV): -88147.453
Relative energy (zero: lowest compared OMol25 entry of this formula, charge and spin) (kcal per mole): 55.7

Record 6
Entry from OMol25: a cluster of 2 separate species, C4H9BrO3S in total in a non-equilibrium geometry (the ωB97M-V functional and the def2-TZVPD basis).

Structure (ORCA input):
```
! wB97M-V def2-TZVPD RIJCOSX def2/J DEFGRID3
* xyz 0 1
C 0.789 -0.398 -1.619
C 1.813 1.719 -0.838
C -2.224 -0.998 1.240
C 1.556 0.427 -0.647
O -1.037 1.382 0.764
O -2.275 1.073 2.827
O -1.630 -1.998 0.443
S -1.220 0.437 1.865
Br 2.310 -0.633 0.809
H -0.279 0.036 -1.601
H 1.310 -0.304 -2.541
H 0.679 -1.433 -1.373
H -2.195 2.017 2.754
H 1.566 2.269 -1.712
H 2.331 2.224 -0.082
H -2.690 -1.441 2.242
H -3.006 -0.646 0.535
H -0.928 -2.430 0.984
*
```

Computed properties:
HOMO-LUMO gap (eV): 9.42
E_LUMO (eV): 0.55
HOMO level (eV): -8.9
E_tot (eV): -91311.498
Relative energy (zero: lowest compared OMol25 entry of this formula, charge and spin) (kcal per mole): 37.2

Record 7
Entry from OMol25: a cluster of 2 separate species, C4H9Cl2O3P in total in a non-equilibrium geometry (the ωB97M-V functional and the def2-TZVPD basis).

Structure (ORCA input):
```
! wB97M-V def2-TZVPD RIJCOSX def2/J DEFGRID3
* xyz 0 3
C 0.615 2.312 1.625
C 1.997 0.916 -2.115
C -1.241 -3.431 0.483
C -2.356 -3.104 1.108
O -1.161 0.585 0.009
O 1.141 2.008 0.344
O 0.984 0.261 -1.370
P 0.045 1.240 -0.557
Cl -0.575 2.731 -1.698
Cl -3.866 -3.963 0.862
H 0.875 3.302 2.046
H 1.037 1.561 2.205
H -0.416 2.285 1.705
H 2.545 -0.040 -2.629
H 2.586 1.440 -1.515
H 1.761 1.546 -2.956
H -0.293 -2.985 0.855
H -1.182 -4.029 -0.403
H -2.497 -2.635 2.001
*
```

Computed properties:
HOMO-LUMO gap (spin up / spin down) (eV): 6.10 / 8.92
E_LUMO (spin up / spin down) (eV): 0.63 / -2.12
HOMO level (spin up / spin down) (eV): -5.5 / -11.0
E_tot (eV): -44766.343
⟨S²⟩: 2.006

Record 8
Entry from OMol25: a cluster of 2 separate species, C4H9Cl2PS in total in a non-equilibrium geometry (the ωB97M-V functional and the def2-TZVPD basis).

Structure (ORCA input):
```
! wB97M-V def2-TZVPD RIJCOSX def2/J DEFGRID3
* xyz 0 1
C -1.602 1.369 -1.263
C -1.386 0.462 0.011
C -0.251 0.899 0.908
C 1.508 -1.532 -0.568
P 1.573 -0.778 1.126
S 3.192 0.071 1.816
Cl 2.869 -2.649 -0.712
Cl 0.748 -2.365 2.177
H -2.667 1.341 -1.469
H -1.440 2.388 -0.951
H -0.901 1.017 -1.969
H -1.404 -0.655 -0.336
H -2.406 0.677 0.550
H 0.581 1.595 0.601
H -0.541 0.870 1.947
H 0.577 -2.079 -0.565
H 1.548 -0.629 -1.303
*
```

Computed properties:
HOMO-LUMO gap (eV): 8.28
E_LUMO (eV): -0.26
HOMO level (eV): -8.5
E_tot (eV): -49461.880
Relative energy (zero: lowest compared OMol25 entry of this formula, charge and spin) (kcal per mole): 31.3